[1]
56
Properties=species:S:1:pos:R:3:lowdin_charge:R:1 method="wB97M-V/def2-TZVPD" total_charge=-1 lumo_ev=1.1 energy_ha=-2051.3738 de_lowest_kj_mol=4.0 homo_ha=-0.190 largest_force_ev_per_a=0.50 homo_lumo_gap_ev=6.2973
Tl -0.181 -1.244 0.146 0.98
I 2.317 -1.013 2.477 1.02
C 3.543 -0.899 0.784 -0.62
C 4.875 -0.812 1.081 -0.19
C 5.838 -0.729 0.059 -0.09
C 5.426 -0.734 -1.235 -0.05
C 4.053 -0.823 -1.568 -0.17
C 3.701 -0.822 -2.939 -0.04
C 2.400 -0.908 -3.316 -0.05
C 1.401 -0.998 -2.327 -0.11
C 1.674 -1.001 -0.982 -0.20
C 3.043 -0.911 -0.559 -0.22
H 5.194 -0.808 2.113 0.07
H 6.888 -0.661 0.313 0.10
H 6.143 -0.670 -2.045 0.11
H 4.493 -0.750 -3.673 0.11
H 2.118 -0.906 -4.360 0.11
H 0.380 -1.072 -2.671 0.08
C -0.158 4.615 2.313 -0.09
C 0.721 3.790 1.625 -0.07
C 0.474 2.428 1.553 -0.05
C -0.642 1.901 2.185 -0.27
C -1.526 2.716 2.878 -0.02
C -1.279 4.078 2.934 -0.08
N -0.839 0.489 2.049 -0.01
N -1.481 -0.046 2.966 0.10
C -1.640 -1.473 2.856 -0.30
C -2.303 -2.052 3.931 -0.04
C -2.517 -3.421 3.937 -0.09
C -2.078 -4.184 2.863 -0.08
C -1.423 -3.588 1.790 -0.10
C -1.180 -2.222 1.779 -0.23
H 0.023 5.681 2.355 0.10
H 1.589 4.206 1.132 0.11
H 1.139 1.767 1.009 0.09
H -2.398 2.280 3.345 0.11
H -1.971 4.725 3.456 0.10
H -2.643 -1.418 4.739 0.11
H -3.035 -3.887 4.765 0.10
H -2.258 -5.252 2.853 0.10
H -1.125 -4.193 0.943 0.10
O -3.487 3.441 -4.393 -0.06
C -3.549 2.201 -4.489 -0.70
O -4.066 1.482 -5.357 -0.04
C -2.846 1.437 -3.339 -0.08
C -2.245 2.130 -2.296 0.01
C -1.607 1.432 -1.294 -0.11
N -1.532 0.097 -1.277 0.02
C -2.120 -0.591 -2.270 -0.18
C -2.783 0.049 -3.305 0.07
C -2.005 -2.122 -2.248 -0.62
O -2.595 -2.759 -3.103 0.05
O -1.256 -2.605 -1.322 -0.14
H -2.287 3.211 -2.300 0.11
H -1.135 1.951 -0.471 0.09
H -3.243 -0.534 -4.089 0.13

[2]
60
Properties=species:S:1:pos:R:3:nbo_charge:R:1 method="wB97M-V/def2-TZVPD" total_charge=+2 lumo_ev=-7.2 energy_ha=-5802.3113 de_lowest_kj_mol=349.4 homo_ha=-0.518 largest_force_ev_per_a=1.10 homo_lumo_gap_ev=6.8640
Zr -1.121 -1.159 -0.642 1.86
S -2.394 -5.512 -0.321 0.54
C -3.889 -4.711 -0.216 -0.36
C -3.767 -3.362 -0.343 -0.24
C -2.429 -2.934 -0.572 -0.56
C -1.558 -4.025 -0.589 -0.30
C -0.122 -4.000 -0.838 0.23
C 0.672 -5.141 -0.910 -0.22
C 2.012 -5.024 -1.215 -0.08
C 2.565 -3.767 -1.452 -0.24
C 1.746 -2.674 -1.348 0.08
N 0.436 -2.778 -1.036 -0.64
H -4.792 -5.279 -0.053 0.27
H -4.618 -2.697 -0.287 0.24
H 0.231 -6.114 -0.740 0.25
H 2.631 -5.910 -1.278 0.25
H 3.607 -3.648 -1.710 0.26
H 2.123 -1.675 -1.521 0.22
F -3.481 4.927 -4.003 -0.24
C -2.655 4.096 -3.409 0.33
C -1.287 4.283 -3.474 0.30
F -0.786 5.298 -4.142 -0.25
C -0.436 3.387 -2.840 0.42
F 0.867 3.601 -2.980 -0.28
C -0.899 2.304 -2.099 -0.45
P 0.264 1.130 -1.308 0.89
C -0.427 0.726 0.330 -0.79
C 0.688 -0.088 1.050 -0.43
C 0.167 -1.240 1.977 -0.38
C -1.394 0.127 2.988 -0.34
C -1.689 1.411 2.323 -0.25
C -1.228 1.678 1.103 -0.12
C 1.815 1.974 -0.944 -0.39
C 3.009 1.463 -1.445 -0.13
C 4.211 2.067 -1.102 -0.20
C 4.212 3.179 -0.273 -0.16
C 3.016 3.690 0.222 -0.19
C 1.813 3.087 -0.105 -0.19
C -2.284 2.125 -2.104 -0.11
Br -3.179 0.594 -1.359 0.29
C -3.150 2.996 -2.728 0.32
F -4.458 2.785 -2.703 -0.27
H 1.481 -0.403 0.369 0.27
H 0.769 -2.142 2.030 0.28
H -1.970 -0.037 3.895 0.27
H -2.304 2.126 2.853 0.25
H -1.497 2.619 0.634 0.22
H 2.999 0.616 -2.121 0.21
H 5.142 1.678 -1.493 0.24
H 5.147 3.655 -0.012 0.24
H 3.023 4.559 0.866 0.24
H 0.884 3.482 0.290 0.22
C 0.492 -0.030 5.490 -0.26
O 0.349 -0.932 4.386 -0.51
C 0.113 -0.335 3.196 0.22
S 1.389 0.810 2.494 0.29
S -1.663 -1.410 1.888 0.27
H 0.679 -0.644 6.364 0.23
H -0.417 0.555 5.644 0.18
H 1.341 0.638 5.323 0.19

[3]
71
Properties=species:S:1:pos:R:3:lowdin_charge:R:1 method="wB97M-V/def2-TZVPD" total_charge=-2 lumo_ev=3.3 energy_ha=-6994.1794 de_lowest_kj_mol=94.3 homo_ha=-0.069 largest_force_ev_per_a=3.31 homo_lumo_gap_ev=5.1526
Rb 1.500 0.933 0.150 0.86
S 4.270 0.488 4.899 0.87
C 2.599 0.453 5.286 -0.49
C 1.793 0.365 4.192 -0.26
C 2.480 0.325 2.954 -0.23
C 3.814 0.378 3.116 -0.51
C 4.874 0.395 2.155 -0.32
C 6.225 0.476 2.543 -0.06
C 7.207 0.538 1.583 -0.10
C 6.835 0.513 0.245 -0.10
C 5.484 0.406 -0.054 -0.16
N 4.533 0.344 0.857 0.09
H 2.326 0.509 6.328 0.03
H 0.718 0.328 4.273 0.07
H 6.475 0.498 3.594 0.06
H 8.250 0.608 1.872 0.09
H 7.573 0.574 -0.540 0.08
H 5.159 0.373 -1.089 0.09
F 2.117 1.761 -5.473 0.10
C 1.705 2.346 -4.330 -0.64
F 1.825 3.663 -4.532 0.12
F 0.413 2.062 -4.219 0.13
S 2.747 1.689 -2.873 0.54
O 1.842 0.800 -2.218 -0.52
O 3.888 1.115 -3.512 -0.28
N 3.150 2.958 -2.042 -0.28
S 1.957 3.633 -1.261 0.52
O 0.729 3.582 -1.983 -0.26
O 1.935 3.402 0.145 -0.43
C 2.560 5.424 -1.356 -0.64
F 3.743 5.527 -0.742 0.12
F 2.729 5.876 -2.604 0.12
F 1.728 6.282 -0.751 0.13
Se 3.232 -3.244 -0.199 1.12
N 1.868 -2.364 0.449 -0.24
C 0.895 -3.223 0.740 -0.37
C -0.356 -2.875 1.285 0.00
C -1.271 -3.865 1.519 -0.07
C -0.982 -5.212 1.231 -0.09
C 0.228 -5.593 0.711 -0.05
C 1.198 -4.605 0.455 -0.40
N 2.415 -4.823 -0.051 -0.26
H -0.561 -1.834 1.494 0.08
H -2.239 -3.611 1.926 0.10
H -1.739 -5.959 1.426 0.10
H 0.451 -6.626 0.484 0.10
S -4.573 2.197 1.670 0.11
P -3.697 0.906 0.470 -0.07
S -1.737 0.660 0.473 0.16
C -4.337 1.204 -1.238 -0.38
C -3.496 1.394 -2.325 -0.10
C -4.039 1.642 -3.575 -0.09
C -5.413 1.710 -3.738 -0.12
C -6.251 1.538 -2.647 -0.11
C -5.715 1.287 -1.400 -0.12
C -4.396 -0.776 0.736 -0.39
C -5.075 -1.095 1.902 -0.11
C -5.504 -2.394 2.113 -0.11
C -5.253 -3.371 1.165 -0.13
C -4.563 -3.053 0.005 -0.11
C -4.129 -1.760 -0.208 -0.10
H -2.422 1.342 -2.187 0.08
H -3.388 1.785 -4.426 0.10
H -5.837 1.897 -4.717 0.09
H -7.325 1.606 -2.774 0.09
H -6.356 1.166 -0.535 0.09
H -5.263 -0.313 2.628 0.06
H -6.035 -2.649 3.022 0.09
H -5.591 -4.386 1.331 0.09
H -4.359 -3.821 -0.729 0.10
H -3.569 -1.498 -1.096 0.11